{
  "formula": "C42H58O39",
  "method": "wB97M-V/def2-TZVPD",
  "elements": ["C", "C", "O", "C", "O", "O", "H", "H", "H", "H", "C", "C", "O", "C", "O", "O", "H", "H", "H", "H", "C", "C", "O", "C", "O", "O", "H", "H", "H", "H", "C", "C", "O", "C", "O", "O", "H", "H", "H", "H", "C", "C", "O", "C", "O", "O", "H", "H", "H", "H", "C", "C", "O", "C", "O", "O", "H", "H", "H", "H", "C", "C", "O", "C", "O", "O", "H", "H", "H", "H", "C", "C", "O", "C", "O", "O", "H", "H", "H", "H", "C", "C", "O", "C", "O", "O", "H", "H", "H", "H", "C", "C", "O", "C", "O", "O", "H", "H", "H", "H", "C", "C", "C", "O", "C", "O", "O", "H", "H", "H", "H", "H", "H", "C", "C", "C", "O", "C", "O", "O", "H", "H", "H", "H", "H", "H", "C", "C", "C", "O", "C", "O", "O", "H", "H", "H", "H", "H", "H"],
  "coordinates": [[9.2477, -4.5099, -16.4026], [7.8086, -4.3559, -16.9382], [7.8427, -4.9120, -18.2037], [8.9548, -5.7407, -18.3852], [9.2710, -6.4262, -19.3272], [9.8046, -5.4492, -17.3838], [9.2752, -4.6932, -15.3285], [9.7198, -3.5392, -16.5542], [7.4432, -3.3456, -17.1224], [7.0902, -4.9257, -16.3489], [12.6617, -4.4277, -14.1499], [14.1992, -4.4913, -14.3808], [14.2141, -4.9513, -15.7159], [12.9859, -4.6806, -16.3121], [12.7859, -4.6593, -17.5283], [12.1534, -4.3635, -15.4580], [12.3837, -3.6028, -13.4940], [12.3062, -5.3639, -13.7194], [14.7244, -5.2578, -13.8109], [14.6593, -3.5034, -14.3995], [9.8941, -4.2350, -8.5877], [10.9745, -4.8842, -7.8357], [11.3032, -3.9120, -6.8419], [10.4398, -2.8774, -6.8472], [10.4131, -2.0262, -5.9730], [9.6783, -2.9460, -7.8886], [9.0625, -4.9396, -8.5941], [10.1968, -4.0377, -9.6161], [11.8631, -5.1493, -8.4086], [10.5582, -5.7697, -7.3554], [10.2930, -9.2414, -16.6923], [11.3802, -10.2438, -16.8032], [12.5914, -9.5811, -16.4510], [12.2212, -8.5734, -15.6892], [13.0272, -7.8827, -15.0958], [10.9844, -8.3516, -15.7726], [9.4996, -9.7697, -16.1637], [9.9906, -8.7214, -17.6013], [11.4338, -10.5812, -17.8382], [11.2100, -11.1169, -16.1733], [5.6162, -8.2821, -9.8740], [5.8819, -9.1564, -8.6617], [6.3919, -10.3029, -9.3208], [6.7862, -10.0608, -10.5338], [7.3584, -10.8107, -11.3463], [6.5171, -8.8042, -10.7964], [5.9436, -7.2727, -9.6253], [4.5882, -8.2026, -10.2278], [5.0958, -9.4284, -7.9574], [6.5702, -8.6636, -7.9749], [11.2913, -0.4288, -12.0088], [10.0404, 0.4340, -12.1745], [9.0857, -0.4384, -12.7246], [9.7923, -1.6522, -12.9710], [9.3197, -2.6037, -13.5363], [11.0428, -1.5814, -12.6629], [11.4721, -0.5308, -10.9388], [12.0403, 0.1666, -12.5310], [10.1198, 1.2548, -12.8873], [9.6972, 0.7597, -11.1926], [5.9062, -7.7033, -18.4384], [5.7461, -9.2215, -18.2197], [4.6868, -9.1152, -17.2431], [4.0620, -7.9399, -17.3556], [3.0274, -7.6360, -16.8191], [4.6870, -7.1222, -18.2151], [6.0584, -7.4801, -19.4944], [6.5934, -7.1648, -17.7858], [6.6201, -9.7438, -17.8305], [5.4831, -9.6291, -19.1958], [13.7366, -9.3865, -12.4586], [15.1236, -8.7791, -12.3416], [14.8593, -7.4514, -11.8900], [13.5171, -7.2339, -11.6915], [12.9593, -6.1972, -11.3978], [12.8205, -8.3915, -12.0555], [13.7380, -10.2589, -11.8052], [13.4026, -9.6212, -13.4693], [15.6164, -8.7499, -13.3134], [15.6635, -9.3933, -11.6209], [5.0021, -5.3271, -14.2286], [6.0663, -4.4224, -13.6804], [6.0326, -4.5464, -12.2889], [4.8018, -5.0412, -11.9849], [4.3507, -5.1312, -10.8394], [4.1281, -5.3818, -13.1403], [5.3810, -6.2934, -14.5615], [4.3542, -5.0452, -15.0585], [5.9542, -3.3510, -13.8466], [7.0987, -4.6008, -13.9812], [4.9388, -10.0797, -13.6592], [4.2186, -8.7564, -13.3460], [3.5526, -9.1195, -12.1526], [3.4753, -10.4777, -11.9893], [2.9634, -11.0781, -11.0261], [4.2823, -11.1189, -12.9054], [5.9823, -10.1702, -13.3575], [4.8147, -10.1484, -14.7399], [3.4974, -8.4017, -14.0823], [5.0010, -8.0322, -13.1194], [7.8725, -14.7850, -14.1007], [7.5071, -13.3047, -14.1669], [8.6385, -12.5256, -14.7866], [8.0931, -12.0020, -16.0008], [6.7778, -12.2429, -16.0732], [6.0211, -11.9635, -16.9902], [6.4873, -13.1572, -15.1112], [8.5204, -15.1004, -14.9185], [6.9881, -15.4047, -14.2492], [8.2641, -14.9471, -13.0965], [7.2367, -12.8126, -13.2328], [9.4216, -13.2402, -15.0402], [8.9590, -11.7688, -14.0707], [9.0682, -6.1140, -11.6971], [9.3594, -7.0739, -12.8580], [9.3591, -8.5421, -12.5635], [8.6769, -9.1523, -13.6566], [8.0653, -8.1158, -14.3635], [7.3129, -8.3138, -15.3213], [8.3256, -6.9922, -13.8152], [8.8533, -5.0952, -12.0196], [9.8623, -6.1182, -10.9504], [8.2056, -6.3954, -11.0929], [10.1927, -6.6364, -13.4078], [8.8094, -8.8220, -11.6648], [10.3931, -8.8865, -12.5482], [9.0484, -13.9440, -10.4159], [9.8640, -12.6967, -10.4848], [11.3635, -12.8325, -10.0453], [11.9542, -12.7065, -11.3303], [11.1249, -12.0355, -12.2052], [11.5092, -11.5190, -13.2837], [9.9163, -12.2314, -11.7971], [9.4963, -14.6769, -11.0868], [7.9920, -13.7960, -10.6402], [9.1595, -14.3873, -9.4264], [9.3791, -11.9986, -9.8024], [11.3830, -13.7856, -9.5168], [11.7428, -12.0140, -9.4336]],
  "atomic_forces_ev_per_a": [[-0.89, 1.35, -1.73], [-0.15, -0.08, 0.80], [0.54, -2.40, -2.68], [0.78, 1.75, 0.01], [-1.48, 0.72, 1.34], [0.08, -0.45, 1.81], [0.41, -1.03, -0.35], [0.55, -0.27, -0.02], [0.22, 0.14, 0.68], [-0.14, 0.08, 0.24], [1.29, -0.85, 1.79], [-1.12, -0.39, -0.56], [-0.49, -0.16, -1.89], [4.14, -0.86, -5.80], [0.77, -0.44, 2.63], [-4.28, 1.96, 3.27], [-0.36, 0.08, -0.54], [0.04, 0.07, 0.14], [-0.10, 0.48, 0.43], [0.18, -0.01, 0.55], [-0.39, 0.96, -1.27], [0.87, -0.46, 1.19], [0.76, -0.14, 0.81], [1.33, 0.65, 2.81], [0.03, -1.15, -1.66], [-1.94, -1.09, -2.34], [-0.74, 0.86, 0.09], [-0.28, 0.38, 0.03], [-0.06, 0.11, 0.05], [0.44, -0.15, 0.26], [0.42, -0.21, 1.38], [0.50, -1.82, -2.08], [-0.01, -1.46, -0.49], [4.23, 1.53, 0.38], [-0.70, -0.39, 0.10], [-4.79, 1.66, 0.50], [-0.52, 0.82, -0.16], [0.10, 0.12, 0.22], [0.41, -0.20, 0.04], [0.19, 0.15, 0.26], [-0.66, 1.87, 1.91], [-0.51, 0.50, 0.30], [0.34, -2.56, 1.86], [1.80, -1.61, -2.21], [-1.57, 1.49, 2.40], [0.03, 1.17, -2.54], [-0.07, 0.16, -0.24], [0.13, -0.52, -0.24], [-0.58, -0.27, -0.82], [0.98, -0.31, -0.40], [0.76, 4.00, 0.98], [-0.66, 0.47, 0.44], [1.04, -3.02, -0.28], [-3.74, -0.37, -2.23], [-0.17, 0.83, 0.71], [1.18, -1.50, 0.03], [0.47, -0.48, -0.20], [0.79, -0.60, 0.41], [0.36, 0.20, 0.31], [-0.10, 0.36, -0.18], [2.68, 0.09, -1.99], [0.32, 2.25, 0.18], [-0.21, -1.16, 0.02], [-1.87, 0.51, 0.13], [0.73, -0.46, 0.18], [-2.05, -0.17, 1.08], [1.01, -0.05, 0.09], [0.57, -0.58, -0.13], [-0.37, 0.21, 0.24], [-0.74, -0.58, 0.43], [-0.27, -0.78, -0.70], [-0.75, -0.19, -0.56], [-0.68, 0.93, 0.79], [-1.10, -0.73, -1.25], [1.45, -1.66, -0.21], [0.78, 2.02, 1.53], [-0.78, -0.02, -0.06], [0.56, -0.43, 0.13], [0.19, 0.21, 0.20], [0.46, 0.68, 0.11], [-0.21, -0.09, -1.07], [2.01, 1.85, -1.39], [-1.51, -1.25, 1.12], [-1.22, -0.15, 2.65], [1.24, 0.09, -3.51], [-0.21, -0.47, 2.53], [0.19, -0.41, 0.62], [0.54, 0.83, -0.19], [-0.58, 0.07, -0.55], [-0.16, -0.53, -0.23], [0.08, 0.06, -1.31], [1.20, -1.12, 0.73], [-1.39, -0.82, 1.18], [0.60, -1.94, 2.57], [1.11, 2.41, -3.34], [-1.57, 1.54, 0.22], [0.05, 0.60, -0.14], [0.28, -1.06, -0.03], [0.17, -0.12, -0.09], [-0.40, 0.36, 0.04], [-0.94, 0.09, 0.65], [0.66, -0.65, -0.35], [0.52, -0.08, 0.36], [0.28, 1.44, -0.20], [-0.90, -1.96, -1.52], [1.63, 0.10, 2.04], [-2.11, 0.97, -0.72], [0.40, 0.28, 0.26], [-0.24, 0.11, 0.43], [0.38, -0.51, -0.27], [-0.33, -0.52, 0.21], [0.37, 0.58, -0.12], [0.30, 0.34, -0.68], [-0.44, -0.44, 0.48], [0.09, 1.81, 0.97], [1.15, -0.80, 0.59], [-0.71, 1.44, -1.65], [-1.50, -3.79, -1.28], [1.51, 0.54, 1.69], [-1.30, 2.45, -0.60], [0.36, 0.03, -0.29], [0.45, 0.03, -0.41], [-0.32, -0.41, -0.29], [0.69, -0.72, 0.24], [0.30, 0.23, 0.07], [-0.16, -0.36, 0.23], [0.53, -1.03, -0.11], [-0.20, 0.19, 2.65], [-2.27, 0.50, -0.93], [1.74, 0.28, -0.90], [3.02, -0.15, -2.55], [-1.41, -1.60, 3.64], [-1.87, 1.46, -1.00], [-0.21, -0.21, -0.26], [0.12, 0.13, -0.04], [-0.25, 0.16, 0.18], [-0.07, 0.68, -0.47], [1.12, -0.21, -0.53], [-0.25, -0.03, 0.21]],
  "s_squared": 0.751,
  "orbital_gap_ha": [0.041, 0.376],
  "total_energy_ha": -4569.5937,
  "charge": -1,
  "multiplicity": 2,
  "lumo_ev": [0.91, 1.52]
}

=====

{
  "formula": "C2H2O2S2",
  "method": "wB97M-V/def2-TZVPD",
  "elements": ["O", "C", "O", "C", "S", "S", "H", "H"],
  "coordinates": [[0.0753, 1.7272, 1.5243], [0.1693, 1.2178, 0.3441], [0.6757, 1.9316, -0.7512], [-0.2143, -0.3208, -0.0746], [-0.2497, -0.6975, -1.6699], [-0.1329, -1.5107, 1.1407], [0.3726, 1.3474, -1.6021], [0.0115, -0.6694, 2.2670]],
  "atomic_forces_ev_per_a": [[0.49, -3.04, -5.87], [0.21, 2.63, 2.43], [-2.29, -2.89, 0.57], [1.43, 1.66, -0.09], [-0.41, 0.15, 0.59], [-0.19, 0.80, 1.36], [0.96, 1.32, 2.31], [-0.20, -0.62, -1.32]],
  "orbital_gap_ha": 0.304,
  "smiles": "O=C(O)C(=S)S",
  "total_energy_ha": -1024.2289,
  "de_lowest_kj_mol": 88.69,
  "multiplicity": 1,
  "lumo_ev": -1.64
}